Density functional theory data (ωB97M-V/def2-TZVPD) for 2 unconnected molecules or ions with the total composition CH2NO3PS at a distorted geometry.

```
9
Properties=species:S:1:pos:R:3:forces:R:3
C 1.37912 -0.88963 0.22108 -2.3 0.8 -1.2
N -0.68828 -0.41241 -0.43448 2.1 -1.6 -0.8
O 2.40752 0.33356 -1.39169 -0.3 1.1 2.4
O 3.67653 0.45512 0.92034 -2.2 0.2 -1.1
O 1.59843 1.89781 0.59074 -1.7 1.5 0.4
P 2.33707 0.71724 0.14789 4.3 -2.3 -1.8
S 1.73046 -2.39287 -0.02916 0.1 -1.3 0.3
H -0.52953 0.46965 0.02489 -1.3 0.1 0.6
H -1.47520 -1.11179 -0.34240 1.3 1.6 1.0
```
Forces are in eV/Å.

F_max   0.10147 Eh/bohr
Energy above the lowest of the compared OMol25 structures with the same formula, charge and spin   135.4 kcal per mole
E_tot   -1059.25893 hartree
Net charge   -2
Gap between HOMO and LUMO (alpha / beta)   5.6 / 5.6 eV

=====

Density functional theory data (ωB97M-V/def2-TZVPD) for 4 unconnected molecules or ions with the total composition C20H47BF3O7.

```
78
Properties=species:S:1:pos:R:3:forces:R:3
C 0.80232 1.00118 2.21272 0.0 0.0 0.0
C 0.25774 -0.40435 2.51491 0.1 0.0 -0.1
C -0.14487 -1.11996 1.21590 0.0 0.0 -0.1
C 1.20207 -1.25314 3.39483 0.0 0.0 0.0
B 2.82504 -1.42651 3.12353 0.0 0.1 0.0
C 3.74221 -0.16085 3.71542 -0.1 0.0 -0.1
C 4.74473 0.61721 2.82250 0.0 -0.2 -0.1
C 4.40286 2.08764 2.57235 0.0 0.1 0.0
O 3.88215 2.33099 1.26495 -0.1 0.0 0.0
C 3.17380 -1.77385 1.57932 0.0 0.0 -0.1
F 2.45901 -2.82959 1.05987 0.1 0.1 0.0
F 4.48601 -2.12899 1.35956 -0.1 0.0 -0.1
F 2.95657 -0.75721 0.64798 0.1 -0.1 0.1
H 1.32734 1.02101 1.25423 0.0 -0.1 0.1
H 0.00096 1.74367 2.16095 0.0 0.0 0.0
H 1.50595 1.32736 2.97952 -0.1 0.0 0.0
H -0.67343 -0.25784 3.07561 0.0 -0.1 0.1
H -0.16822 -2.20234 1.35581 -0.1 0.0 0.1
H -1.13465 -0.80111 0.87427 0.0 0.1 0.0
H 0.56552 -0.92857 0.40999 0.0 0.0 0.1
H 1.13443 -0.84510 4.41492 0.0 0.0 0.0
H 0.74315 -2.24804 3.45827 0.0 0.0 0.0
H 3.16113 -2.46509 3.68890 0.0 0.0 0.0
H 4.29570 -0.53882 4.57989 0.0 0.0 0.0
H 3.05221 0.57525 4.14822 0.0 0.0 0.0
H 5.75485 0.54918 3.23628 0.0 0.1 0.1
H 4.82339 0.16011 1.83522 0.1 0.0 0.0
H 5.28213 2.73142 2.64799 0.0 0.0 0.0
H 3.68206 2.43496 3.32533 0.0 0.0 0.0
H 3.27259 1.60850 1.06709 0.1 0.0 0.0
C 3.98729 -5.11579 -0.52310 0.0 0.0 0.0
O 4.02470 -6.44567 -1.03499 0.1 0.0 0.0
C 3.47201 -6.57447 -2.32514 -0.1 0.0 0.0
C 4.53554 -6.72365 -3.39518 0.1 0.0 0.1
O 5.31959 -5.55788 -3.56056 0.0 0.0 0.0
C 6.53192 -5.57558 -2.83386 0.0 0.0 0.0
H 4.53773 -5.11681 0.41444 0.0 0.0 0.0
H 4.45302 -4.40929 -1.21413 0.0 0.0 0.0
H 2.96416 -4.79334 -0.32263 0.0 0.0 0.0
H 2.83462 -5.71485 -2.56079 0.0 0.0 0.0
H 2.84388 -7.47290 -2.33960 0.0 0.0 0.0
H 4.05019 -6.92995 -4.35406 0.0 0.0 0.0
H 5.17594 -7.57968 -3.14764 0.0 0.0 0.0
H 7.21634 -6.33526 -3.23132 0.0 0.0 0.0
H 6.36606 -5.77127 -1.77251 0.0 0.0 0.0
H 6.98731 -4.59381 -2.94966 0.0 0.0 0.0
C -3.35465 3.13812 -0.21728 0.0 0.0 0.0
O -2.09414 3.20212 0.41424 0.0 0.1 0.0
C -1.00240 3.02381 -0.47372 0.0 -0.1 -0.1
C -0.32912 4.33515 -0.81053 0.0 0.0 0.1
O -1.18507 5.21690 -1.52673 0.0 0.0 0.0
C -1.78311 6.20294 -0.71409 0.0 0.0 0.0
H -4.10410 3.38127 0.53543 0.0 0.0 0.0
H -3.43212 3.85225 -1.04349 0.0 0.0 0.0
H -3.56372 2.13617 -0.60442 0.0 0.0 0.0
H -1.34064 2.53358 -1.39364 0.0 0.0 0.0
H -0.27465 2.36994 0.01201 0.0 0.0 0.0
H 0.54565 4.13778 -1.43510 0.0 0.0 0.0
H 0.01692 4.81253 0.11260 0.0 0.0 0.0
H -1.03530 6.90568 -0.32757 0.0 0.0 0.0
H -2.31651 5.76250 0.13263 0.0 0.0 0.0
H -2.48804 6.75071 -1.33895 0.0 0.0 0.0
C -6.34981 3.44983 -2.45129 0.0 0.0 0.0
O -6.11799 2.47025 -1.46015 0.0 -0.1 0.0
C -7.11982 2.40640 -0.46334 0.0 0.1 0.0
C -8.05132 1.23209 -0.67310 0.0 -0.1 0.0
O -8.80323 1.35340 -1.86811 0.0 0.0 0.0
C -8.29116 0.58776 -2.94095 0.0 0.0 0.0
H -5.58656 3.31649 -3.21600 0.0 0.0 0.0
H -7.34015 3.34205 -2.90269 0.0 0.0 0.0
H -6.25819 4.46018 -2.03635 0.0 0.0 0.0
H -7.69921 3.33650 -0.44444 0.0 0.0 0.0
H -6.62378 2.29565 0.50591 0.0 0.0 0.0
H -8.75479 1.18175 0.16299 0.0 0.0 0.0
H -7.46862 0.30440 -0.68247 0.0 0.0 0.0
H -8.39075 -0.48531 -2.74284 0.0 0.0 0.0
H -7.23874 0.81169 -3.13235 0.0 0.0 0.0
H -8.87988 0.83851 -3.82180 0.0 0.0 0.0
```
Forces are in eV/Å.

F_max   0.00370 Eh/bohr
E_tot   -1641.29221 hartree
Net charge   -1
Gap between HOMO and LUMO   7.8 eV

=====

Density functional theory data (ωB97M-V/def2-TZVPD) for 2 unconnected molecules or ions with the total composition CH3ClI2Si at a distorted geometry.

```
8
Properties=species:S:1:pos:R:3:forces:R:3
C 0.33184 -1.06408 -1.84944 1.6 -0.4 -1.5
Si -0.36927 0.52625 1.47324 -0.3 1.1 0.0
Cl -1.02315 -0.15208 3.29105 0.1 -0.2 0.1
I 1.96124 1.36303 1.71067 -0.5 -0.2 -0.1
I -2.04838 2.40250 0.97665 0.7 -0.7 0.0
H 1.16290 -1.40494 -2.48080 -0.4 -0.1 0.6
H 0.14801 -1.44375 -0.89496 -0.2 -0.6 1.1
H -0.16319 -0.22693 -2.22641 -1.0 1.1 -0.3
```
Forces are in eV/Å.

F_max   0.04280 Eh/bohr
Energy above the lowest of the compared OMol25 structures with the same formula, charge and spin   85.1 kcal per mole
E_tot   -1384.96702 hartree
Gap between HOMO and LUMO (alpha / beta)   6.5 / 8.4 eV

=====

Density functional theory data (ωB97M-V/def2-TZVPD) for 4 unconnected molecules or ions with the total composition C23H35N3O11P at a distorted geometry.

```
73
Properties=species:S:1:pos:R:3:forces:R:3
C 5.27311 -2.71911 -0.48824 -0.6 0.4 0.2
C 3.61430 -2.58515 -0.60646 1.3 -0.4 -2.5
N 3.23551 -1.39346 0.26349 -3.8 -0.1 0.1
C 3.35038 -1.87344 1.69343 0.7 0.4 2.2
C 2.23664 -1.20833 2.69594 0.4 -0.9 0.6
C 0.69750 -1.24888 2.13251 -0.5 1.0 1.6
N 0.56247 -1.19675 0.62675 3.6 0.2 -0.6
C -0.11720 -2.41958 0.05145 -2.4 0.1 -1.2
C -1.74689 -2.04804 -0.00745 -4.4 1.0 -0.3
C -2.83061 -2.48186 1.14799 -1.1 1.5 -2.0
C -4.43049 -2.08249 1.12629 2.2 1.7 -3.4
C -5.03851 -1.16847 -0.12918 3.7 -1.2 0.4
C -6.64386 -0.77191 -0.15837 0.2 -0.5 -0.1
C -3.97041 -0.72222 -1.33298 1.2 -2.0 3.0
C -2.36278 -1.14709 -1.27398 -2.3 -1.0 2.8
C 1.86086 -0.85847 -0.07189 0.1 -0.7 -0.6
N 1.77865 -0.00362 -1.16865 -1.8 -0.3 2.1
P 3.15353 0.50675 -2.18426 4.4 -0.2 -2.3
O 2.53741 1.17231 -3.69509 -2.4 -0.5 4.3
O 4.14021 1.72334 -1.42064 -3.8 -0.7 0.4
H 5.79279 -2.83962 -1.54332 -1.3 -0.1 2.3
H 5.47590 -3.60986 0.24666 0.1 1.9 -1.6
H 5.66492 -1.68202 -0.06075 -0.8 -2.4 -0.8
H 3.36884 -2.40619 -1.76035 0.3 -0.1 2.7
H 3.04876 -3.56089 -0.29342 1.1 1.9 -0.3
H 4.41496 -1.49922 2.08310 -2.3 -0.9 -0.9
H 3.37474 -3.04940 1.80120 -0.3 2.4 -0.5
H 2.61501 -0.13870 3.01060 -1.1 -2.0 -0.8
H 2.24561 -1.87150 3.68857 0.1 1.6 -2.2
H 0.07108 -2.17053 2.53935 1.6 1.9 -1.0
H 0.14496 -0.27783 2.55163 1.1 -2.2 -0.9
H 0.20419 -2.55093 -1.07732 -0.5 0.0 2.4
H 0.08432 -3.37593 0.71346 -0.4 1.9 -1.5
H -2.47150 -3.12793 2.08283 -0.8 1.5 -2.3
H -5.18923 -2.39355 1.98444 2.0 0.7 -2.0
H -7.27380 -1.72443 0.18803 1.5 2.0 -0.9
H -6.92778 0.09164 0.60205 0.9 -1.8 -1.7
H -6.98454 -0.47743 -1.26095 0.9 -0.6 2.5
H -4.40723 -0.07964 -2.23208 1.2 -1.6 2.1
H -1.62686 -0.80651 -2.14783 -1.9 -0.8 2.0
H 0.81631 0.35539 -1.43510 1.1 -0.8 1.0
H 1.54544 1.28711 -3.50551 1.7 0.3 -1.1
H 3.62709 2.27271 -0.75583 0.9 -0.5 -1.0
C -5.58122 3.78000 3.18097 0.8 0.9 0.3
C -6.78795 3.89371 2.30697 -0.5 1.0 -0.4
O -7.04438 2.55412 1.93034 0.4 -0.8 0.5
C -6.48487 1.75847 2.88823 -0.2 -2.2 0.3
O -6.65939 0.55418 2.97140 0.4 2.6 -0.2
O -5.70589 2.48621 3.74090 -0.7 -0.8 -0.5
H -5.56186 4.54163 3.96531 0.0 -0.3 0.0
H -4.64673 3.83053 2.61242 -0.1 0.0 0.0
H -7.65879 4.28276 2.84509 0.1 -0.1 0.0
H -6.60688 4.51636 1.42653 -0.1 -0.3 0.1
C 10.23378 -0.51066 0.35069 0.8 0.8 0.3
C 9.02706 -0.39694 -0.52331 -0.4 0.9 -0.5
O 8.77063 -1.73654 -0.89994 0.3 -0.7 0.5
C 9.33013 -2.53219 0.05795 -0.2 -2.7 0.3
O 9.15562 -3.73647 0.14112 0.3 2.8 -0.2
O 10.10911 -1.80444 0.91063 -0.7 -0.7 -0.5
H 10.25314 0.25097 1.13503 0.0 -0.3 0.0
H 11.16828 -0.46012 -0.21786 -0.1 0.0 0.0
H 8.15621 -0.00790 0.01481 0.1 0.0 0.0
H 9.20813 0.22571 -1.40375 -0.1 -0.2 0.1
C -5.46357 3.37466 -3.35414 -1.0 0.1 -0.7
C -4.10698 3.82362 -3.79125 0.3 0.4 -1.1
O -3.40086 3.95959 -2.57264 -0.3 -0.5 0.9
C -4.02259 3.15498 -1.66175 0.8 -0.5 2.3
O -3.58005 2.89784 -0.55463 -1.0 0.6 -2.4
O -5.20295 2.67523 -2.15171 0.9 0.1 0.6
H -5.94189 2.71981 -4.08764 0.0 0.0 0.3
H -6.13215 4.21423 -3.13688 0.1 -0.1 0.0
H -3.59986 3.07796 -4.41263 -0.1 0.0 0.0
H -4.13701 4.77446 -4.33039 0.1 -0.1 0.2
```
Forces are in eV/Å.

F_max   0.09615 Eh/bohr
E_tot   -2229.99904 hartree
Net charge   +1
Gap between HOMO and LUMO   5.9 eV